1.
{"formula": "CH4I2N2", "method": "wB97M-V/def2-TZVPD", "gap_ev": 7.392, "total_charge": 0, "e_homo_ev": -8.61, "symbols": ["C", "N", "N", "I", "I", "H", "H", "H", "H"], "positions_angstrom": [[1.15, -0.11, -0.36], [0.27, 0.73, 0.28], [-1.57, -0.15, 0.96], [-2.57, 1.42, 0.08], [-1.83, -1.98, 0.17], [1.44, 0.53, -1.32], [2.00, -0.61, -0.04], [0.63, -0.83, -0.97], [0.48, 1.00, 1.21]]}

---

2.
{"formula": "CH4I2Si", "method": "wB97M-V/def2-TZVPD", "smiles": "C[SiH](I)I", "gap_ev": 9.219, "total_charge": 0, "e_homo_ev": -9.55, "symbols": ["C", "Si", "I", "I", "H", "H", "H", "H"], "positions_angstrom": [[-0.97, 0.15, 0.47], [0.58, -0.06, -0.61], [1.99, -1.92, 0.13], [1.94, 2.18, -0.18], [-0.63, 0.03, 1.50], [-1.62, 1.06, 0.43], [-1.41, -0.88, 0.14], [0.12, -0.56, -1.88]]}